1.
# C2H10N2O3

A cluster of 3 separate species, C2H10N2O3 in total at a distorted geometry (ωB97M-V/def2-TZVPD, the OMol25 dataset).

```
17
Properties=species:S:1:pos:R:3:forces:R:3
N -1.600 0.104 0.509 0.33 -0.46 -0.25
C -0.721 0.864 -0.373 -0.74 0.03 -0.32
C 0.630 0.209 -0.565 0.14 0.36 1.53
N 0.752 -1.088 -0.175 0.36 0.73 -0.69
O 1.582 0.939 -0.782 0.39 -0.30 -0.57
H -2.521 0.507 0.587 -0.01 0.19 0.05
H -1.173 0.064 1.429 -0.29 -0.06 0.01
H -0.515 1.863 -0.002 0.21 0.22 0.00
H -1.195 0.993 -1.352 0.02 -0.09 0.04
H -0.079 -1.648 -0.139 0.01 -0.47 0.00
H 1.670 -1.481 -0.347 -0.39 -0.23 0.09
O -1.955 -2.470 -1.144 -0.10 0.01 -0.27
H -1.996 -1.532 -0.908 -0.20 -0.02 0.27
H -2.600 -2.596 -1.852 0.21 0.02 0.17
O 1.654 1.763 2.216 0.10 -0.28 -0.22
H 1.627 1.272 1.380 0.01 0.25 0.02
H 2.599 1.905 2.331 -0.05 0.11 0.14
```
Forces are in eV/Å.

Calculated values
LUMO	0.023	Ha
HOMO	-10.089	eV
energy relative to the best compared isomer or geometry (same formula, charge and spin)	11.67	kcal per mole
E_tot	-11359.5272	eV
charge	0

2.
# C4H6N3

The ion C4H6N3 with charge +1 at a distorted geometry (ωB97M-V/def2-TZVPD, the OMol25 dataset).

```
13
Properties=species:S:1:pos:R:3:forces:R:3
C -1.822 -0.061 -0.677 -0.10 0.81 -2.15
C -0.933 -0.466 0.417 3.56 -1.90 4.67
C 0.721 -0.129 0.179 -3.16 -0.78 0.13
N 1.542 -0.780 -0.684 -0.59 -1.71 -2.38
N 2.726 -0.402 -0.591 -1.11 -2.28 0.09
N 2.816 0.702 0.124 -0.61 3.85 1.73
C 1.614 0.944 0.641 1.79 -1.05 -0.06
H -2.049 1.020 -0.644 0.24 -0.48 -0.10
H -1.153 -0.267 -1.561 -1.49 0.26 0.10
H -2.812 -0.589 -0.759 1.32 0.15 0.28
H -1.023 -0.067 1.481 -0.49 0.29 -1.53
H -1.034 -1.606 0.733 0.75 1.86 -1.32
H 1.407 1.702 1.340 -0.10 0.99 0.53
```
Forces are in eV/Å.

Calculated values
LUMO (spin up / spin down)	-0.366 / -0.372	Ha
HOMO (spin up / spin down)	-16.721 / -16.672	eV
energy relative to the best compared isomer or geometry (same formula, charge and spin)	178.60	kcal per mole
E_tot	-8700.7590	eV
charge	+1

3.
# C27H41IrN6O2P2

A structure of composition C27H41IrN6O2P2 at a distorted geometry (ωB97M-V/def2-TZVPD, the OMol25 dataset).

```
79
Properties=species:S:1:pos:R:3:forces:R:3
Ir -0.113 0.097 -0.994 0.35 1.71 -1.66
C 0.659 2.610 -4.683 -0.10 0.11 0.07
C 0.679 1.769 -3.455 0.19 0.08 -0.17
N -0.279 1.783 -2.597 0.09 -1.14 1.13
O -1.320 2.577 -2.974 -0.37 0.11 0.22
C 1.759 0.829 -3.155 0.08 0.32 -0.47
C 3.038 0.698 -3.911 -0.10 -0.05 -0.01
N 1.461 0.085 -2.158 0.10 -0.75 0.75
O 2.059 -0.902 -1.645 0.21 -0.03 -0.01
H -0.234 2.381 -5.268 0.02 -0.03 -0.02
H 1.542 2.465 -5.296 0.02 -0.04 0.04
H 0.576 3.663 -4.405 0.03 -0.01 -0.01
H -1.882 2.678 -2.194 0.01 0.03 0.03
H 3.476 1.678 -4.097 0.00 0.00 -0.01
H 2.868 0.210 -4.874 0.01 0.03 0.01
H 3.740 0.094 -3.341 0.02 -0.01 0.00
C 2.895 1.492 0.307 -0.12 -0.06 -0.27
P 1.112 1.342 0.561 -0.18 -0.04 0.31
C 1.005 0.380 2.099 -0.20 -0.39 -0.05
N 1.939 0.550 2.997 0.41 0.31 -0.02
C 1.892 -0.169 4.133 -0.60 -0.47 0.10
C 2.912 -0.071 5.103 0.25 0.21 -0.04
C 2.840 -0.816 6.239 -0.05 -0.01 0.06
C 1.737 -1.678 6.474 0.02 -0.01 0.04
C 0.732 -1.794 5.562 -0.25 -0.14 0.07
C 0.787 -1.054 4.362 0.55 0.51 -0.17
N -0.161 -1.196 3.417 -0.50 -0.46 0.18
C -0.053 -0.550 2.290 0.42 0.39 -0.20
P -1.230 -0.881 0.914 -0.24 -0.33 0.71
C -2.813 -0.261 1.559 -0.03 0.09 -0.20
C -1.458 -2.742 0.814 0.13 0.12 -0.26
C -2.597 -3.014 -0.180 0.02 0.00 -0.05
C -1.813 -3.412 2.143 0.00 0.03 0.01
C -0.136 -3.305 0.282 0.02 0.07 0.07
C 0.491 3.045 0.978 -0.15 -0.10 -0.27
C 1.141 3.572 2.258 0.05 0.03 0.00
C -1.026 2.951 1.166 0.08 0.05 0.03
C 0.819 3.969 -0.203 0.05 0.00 0.08
H 3.334 1.881 1.222 0.03 0.01 0.02
H 3.106 2.162 -0.527 0.03 0.00 0.02
H 3.311 0.509 0.095 0.01 -0.01 0.02
H 3.741 0.602 4.923 -0.04 -0.03 -0.04
H 3.631 -0.742 6.973 -0.04 -0.04 0.03
H 1.684 -2.253 7.389 0.09 0.04 -0.01
H -0.111 -2.451 5.737 0.01 0.03 -0.05
H -2.957 -0.686 2.553 0.00 -0.02 -0.01
H -3.629 -0.573 0.907 0.00 0.00 0.02
H -2.811 0.824 1.628 0.01 -0.02 0.00
H -3.574 -2.815 0.262 0.02 0.00 0.00
H -2.573 -4.070 -0.458 -0.01 0.02 0.06
H -2.508 -2.433 -1.096 -0.02 -0.07 0.00
H -2.755 -3.044 2.554 0.03 -0.01 -0.01
H -1.038 -3.288 2.889 0.04 -0.02 0.05
H -1.930 -4.481 1.949 -0.06 0.06 -0.04
H 0.101 -2.899 -0.704 0.01 -0.05 0.02
H -0.208 -4.390 0.187 -0.01 0.03 0.01
H 0.695 -3.083 0.957 -0.01 -0.03 -0.03
H 0.948 2.927 3.114 0.00 0.04 -0.01
H 0.720 4.556 2.477 0.01 -0.02 -0.03
H 2.220 3.694 2.152 -0.04 -0.02 0.02
H -1.274 2.346 2.041 -0.03 0.02 -0.04
H -1.513 2.519 0.287 -0.03 0.00 0.04
H -1.438 3.950 1.327 0.03 -0.02 0.03
H 1.892 4.150 -0.285 -0.03 0.00 -0.01
H 0.338 4.936 -0.043 0.01 -0.02 0.00
H 0.460 3.564 -1.150 0.00 0.08 0.02
N 0.230 -2.387 -3.319 -0.13 0.03 -0.12
C -1.006 -1.843 -3.350 0.17 -0.02 0.19
C -1.942 -2.275 -4.315 -0.03 -0.08 -0.06
C -3.190 -1.726 -4.352 -0.02 0.00 -0.04
C -3.532 -0.726 -3.427 -0.05 0.00 -0.01
C -2.595 -0.358 -2.512 0.08 -0.19 -0.15
N -1.339 -0.897 -2.453 -0.36 0.17 -0.02
H 0.459 -3.117 -3.971 -0.02 -0.02 0.01
H 0.913 -2.157 -2.614 0.03 0.01 0.02
H -1.648 -3.054 -5.007 -0.01 0.03 0.01
H -3.915 -2.060 -5.083 0.06 0.00 0.00
H -4.510 -0.266 -3.428 0.04 -0.02 0.03
H -2.825 0.380 -1.757 0.03 0.02 0.03
```
Forces are in eV/Å.

Calculated values
LUMO (spin up / spin down)	-0.279 / -0.279	Ha
HOMO (spin up / spin down)	-14.028 / -14.028	eV
E_tot	-63102.6181	eV
charge	+2

4.
# C13H24PtSSe2Si

A structure of composition C13H24PtSSe2Si (ωB97M-V/def2-TZVPD, the OMol25 dataset).

```
42
Properties=species:S:1:pos:R:3:forces:R:3
Pt 0.227 -0.011 0.392 -0.07 0.37 0.45
C -0.833 3.438 -2.953 0.02 0.02 0.05
Se -0.859 2.599 -1.194 -0.06 0.03 -0.16
C 0.834 3.314 -0.559 -0.04 -0.08 0.03
C 2.082 2.681 -1.144 0.05 -0.02 0.04
Se 2.325 0.765 -0.758 -0.15 0.06 0.03
C 1.752 0.096 -2.498 0.08 0.02 0.00
H -0.733 4.517 -2.856 0.00 0.00 -0.02
H -1.791 3.206 -3.414 0.01 0.01 -0.04
H -0.033 3.036 -3.571 0.00 0.01 -0.01
H 0.800 3.177 0.520 0.04 0.02 0.04
H 0.837 4.385 -0.765 0.01 0.03 0.00
H 2.971 3.161 -0.735 0.01 0.03 -0.01
H 2.120 2.772 -2.228 0.00 0.01 -0.03
H 2.362 0.561 -3.270 0.01 -0.02 0.00
H 0.697 0.318 -2.631 0.00 0.01 -0.01
H 1.919 -0.979 -2.492 -0.02 -0.01 0.00
S -0.812 1.152 2.078 0.38 -0.52 -0.23
C -0.394 0.392 3.626 -0.07 0.11 0.04
C -1.051 0.863 4.764 -0.01 0.04 0.01
C -0.787 0.315 6.011 -0.02 0.03 -0.06
C 0.143 -0.706 6.143 0.03 -0.03 -0.06
C 0.801 -1.177 5.014 -0.02 0.03 0.02
C 0.534 -0.639 3.763 -0.02 -0.03 0.01
H -1.774 1.664 4.663 0.02 -0.02 0.02
H -1.310 0.689 6.882 0.00 0.01 -0.01
H 0.352 -1.133 7.116 0.00 0.01 -0.02
H 1.528 -1.975 5.106 -0.01 0.00 -0.01
H 1.034 -1.020 2.884 0.03 -0.01 -0.07
C -2.346 -2.402 1.020 -0.08 0.06 0.15
Si -1.041 -1.911 -0.228 -0.20 -0.11 -0.08
C -1.922 -1.506 -1.849 -0.05 0.02 -0.10
C -0.032 -3.464 -0.544 0.17 -0.09 0.02
H -2.884 -3.275 0.635 -0.02 0.03 0.06
H -3.061 -1.593 1.186 0.02 -0.05 0.00
H -1.902 -2.663 1.984 -0.03 0.01 -0.04
H -2.889 -2.019 -1.888 0.04 0.00 -0.04
H -1.332 -1.836 -2.709 -0.02 0.05 0.03
H -2.103 -0.434 -1.952 -0.04 -0.01 -0.01
H -0.695 -4.220 -0.979 0.06 -0.01 0.02
H 0.377 -3.861 0.389 0.00 -0.01 -0.06
H 0.800 -3.302 -1.235 -0.05 -0.01 0.02
```
Forces are in eV/Å.

Calculated values
LUMO (spin up / spin down)	0.011 / -0.052	Ha
spin multiplicity	3
HOMO (spin up / spin down)	-6.477 / -7.674	eV
energy relative to the best compared isomer or geometry (same formula, charge and spin)	11.64	kcal per mole
E_tot	-166522.0857	eV
charge	0

5.
# C4H14O2S2

A cluster of 3 separate species, C4H14O2S2 in total at a distorted geometry (ωB97M-V/def2-TZVPD, the OMol25 dataset).

```
22
Properties=species:S:1:pos:R:3:forces:R:3
C 1.386 2.675 1.083 0.83 0.85 -0.74
C -0.099 2.517 1.224 -0.05 0.17 0.59
S -0.577 0.885 1.888 -0.28 -0.06 -0.82
S -0.815 -0.117 0.086 0.55 0.08 0.66
C 0.851 -0.850 -0.200 -0.71 0.35 0.25
C 1.146 -2.026 0.713 1.09 -0.58 -0.29
H 1.664 3.670 0.730 -0.41 0.33 0.00
H 1.988 2.567 1.979 -0.22 -0.54 0.27
H 1.759 2.069 0.265 0.11 -0.51 0.16
H -0.534 3.265 1.884 0.05 0.01 0.27
H -0.583 2.661 0.268 -0.13 -0.18 -0.22
H 1.632 -0.108 -0.018 -0.30 0.13 -0.34
H 0.773 -1.031 -1.281 0.37 -0.44 0.28
H 0.323 -2.685 0.963 -0.37 0.12 -0.17
H 1.932 -2.656 0.266 -0.21 0.10 -0.04
H 1.604 -1.685 1.641 -0.30 0.18 0.10
O 0.849 2.845 -2.258 -0.40 0.17 -0.96
H -0.009 2.773 -2.709 0.05 -0.17 0.59
H 1.374 3.165 -3.006 0.34 -0.02 0.40
O -1.823 -6.012 -3.309 0.33 0.17 0.11
H -1.019 -6.284 -2.850 -0.15 -0.15 -0.04
H -1.683 -5.066 -3.430 -0.18 -0.02 -0.07
```
Forces are in eV/Å.

Calculated values
LUMO	0.013	Ha
HOMO	-8.753	eV
energy relative to the best compared isomer or geometry (same formula, charge and spin)	5.11	kcal per mole
E_tot	-30140.4750	eV
charge	0

6.
# C30H57NO8S

A cluster of 6 separate species, C30H57NO8S in total at a distorted geometry (ωB97M-V/def2-TZVPD, the OMol25 dataset).

```
97
Properties=species:S:1:pos:R:3:forces:R:3
C 2.585 -0.915 -0.790 0.79 -1.03 0.36
C 3.827 -0.209 -0.063 -0.65 0.33 1.02
C 3.545 1.359 0.261 1.60 -0.61 -0.11
C 3.963 2.293 -0.978 -0.30 -0.06 0.16
C 2.839 2.437 -2.114 0.36 1.11 -0.24
C 1.604 3.385 -1.699 -0.26 -0.27 -0.67
C 0.438 2.639 -0.889 -1.09 1.41 0.39
C 0.125 3.393 0.520 1.11 -1.59 0.03
C -0.999 2.626 1.368 -0.01 0.49 0.88
C -2.442 3.320 1.366 0.48 -0.86 -0.31
C -3.104 3.503 -0.083 -0.96 1.34 0.57
C -4.724 3.442 0.090 -0.32 -0.35 0.04
C -5.389 2.191 -0.686 1.50 0.30 1.42
O -6.363 2.719 -1.640 -2.52 -2.31 0.54
C -7.354 1.729 -1.930 2.20 -2.10 -3.04
O -7.183 0.951 -2.884 -0.96 2.84 3.41
O -8.553 1.608 -1.157 1.44 2.74 -1.56
N -8.395 0.661 -0.164 -2.77 -5.22 -0.70
C -9.003 -0.455 -0.542 3.18 -1.03 0.78
S -9.154 -2.085 -0.864 -0.13 4.55 0.90
H 2.689 -2.052 -0.611 -0.25 1.68 -0.33
H 1.600 -0.602 -0.307 1.27 -0.28 -0.82
H 2.580 -0.784 -1.923 -0.17 0.09 1.57
H 4.824 -0.335 -0.619 -1.70 0.30 0.69
H 3.993 -0.720 0.968 -0.37 0.72 -1.84
H 4.252 1.603 1.143 -1.05 -0.20 -1.36
H 2.489 1.546 0.654 1.32 -0.31 -0.78
H 4.912 1.885 -1.494 -1.41 0.44 1.03
H 4.254 3.315 -0.532 -0.61 -1.27 -0.98
H 3.343 2.946 -3.021 -0.71 -0.78 1.35
H 2.471 1.424 -2.501 0.45 1.37 0.78
H 1.118 3.790 -2.667 0.86 -0.65 1.41
H 1.971 4.330 -1.145 -0.43 -1.62 -0.65
H 0.621 1.529 -0.699 -0.06 1.57 -0.27
H -0.544 2.736 -1.492 1.56 -0.41 0.75
H -0.063 4.510 0.385 -0.01 -1.53 0.07
H 1.106 3.293 1.123 -1.44 0.39 -0.87
H -0.641 2.635 2.467 -0.63 -0.06 -1.61
H -1.083 1.508 1.101 0.18 1.77 0.05
H -2.340 4.332 1.892 -0.38 -1.41 -0.72
H -3.142 2.627 1.970 1.09 1.24 -0.75
H -2.900 4.568 -0.481 0.00 -1.71 0.60
H -2.718 2.791 -0.883 -0.58 0.65 1.25
H -5.214 4.432 -0.233 0.70 -1.68 0.20
H -5.028 3.313 1.196 0.75 0.31 -1.63
H -5.852 1.472 0.085 0.36 1.13 -1.33
H -4.533 1.631 -1.202 -1.52 0.68 0.27
C -5.251 -3.976 -3.338 0.32 -0.22 0.15
C -4.652 -2.597 -3.437 0.69 0.24 0.12
C -5.540 -1.491 -3.939 0.32 0.16 0.06
O -3.495 -2.387 -3.123 -0.52 -0.14 -0.10
H -4.498 -4.671 -2.962 -0.08 0.11 -0.05
H -6.095 -3.965 -2.644 -0.11 -0.01 -0.19
H -5.576 -4.312 -4.324 -0.20 0.04 0.09
H -6.396 -1.370 -3.273 -0.09 -0.06 -0.21
H -5.878 -1.717 -4.953 -0.20 -0.03 0.10
H -4.978 -0.556 -3.959 -0.10 -0.13 0.02
C 7.450 -3.164 0.773 -0.32 0.15 0.32
C 7.636 -1.932 -0.072 -0.38 0.56 -0.01
C 8.689 -1.979 -1.147 -0.07 0.30 -0.10
O 6.960 -0.936 0.107 0.44 -0.41 -0.01
H 6.659 -2.984 1.505 0.06 0.02 -0.13
H 7.160 -4.007 0.143 0.21 -0.06 0.04
H 8.376 -3.391 1.307 0.03 -0.17 -0.17
H 8.453 -2.769 -1.863 0.16 -0.10 0.10
H 9.669 -2.153 -0.698 0.01 -0.15 -0.13
H 8.710 -1.023 -1.675 0.00 -0.11 0.09
C 3.678 -2.829 4.897 0.17 0.35 -0.02
C 3.744 -3.213 3.442 0.29 0.44 -0.50
C 3.147 -4.537 3.047 0.08 0.01 -0.38
O 4.260 -2.481 2.619 -0.19 -0.40 0.42
H 4.146 -1.852 5.035 -0.06 -0.13 -0.05
H 2.636 -2.766 5.218 0.06 -0.18 0.10
H 4.216 -3.563 5.500 -0.21 -0.05 0.06
H 2.082 -4.551 3.286 0.07 -0.14 0.15
H 3.662 -5.347 3.568 -0.19 -0.01 0.11
H 3.267 -4.681 1.971 -0.01 0.05 0.14
C 12.645 1.200 1.156 0.27 -0.09 -0.29
C 11.669 0.086 0.886 0.11 -0.56 -0.58
C 10.436 0.022 1.748 -0.10 -0.30 -0.18
O 11.870 -0.731 0.004 -0.13 0.43 0.50
H 13.484 1.123 0.461 -0.12 -0.01 0.08
H 12.157 2.166 1.009 0.01 0.00 0.22
H 13.027 1.121 2.176 -0.13 0.17 0.02
H 9.849 0.935 1.627 0.04 0.00 0.19
H 10.720 -0.111 2.794 -0.07 0.21 0.01
H 9.825 -0.830 1.441 0.07 0.13 0.04
C -13.243 -0.052 1.415 -0.12 -0.04 0.36
C -13.467 -1.449 0.900 -0.30 -0.56 0.44
C -13.101 -1.726 -0.534 -0.11 -0.34 -0.02
O -13.927 -2.320 1.614 0.22 0.41 -0.33
H -13.551 0.001 2.461 0.04 -0.04 -0.14
H -12.183 0.203 1.349 -0.07 0.13 -0.16
H -13.839 0.657 0.838 0.20 0.05 -0.08
H -12.035 -1.545 -0.686 -0.11 0.16 -0.11
H -13.691 -1.091 -1.198 0.19 0.10 -0.02
H -13.316 -2.771 -0.767 0.02 0.13 0.06
```
Forces are in eV/Å.

Calculated values
LUMO	-0.063	Ha
HOMO	-9.342	eV
energy relative to the best compared isomer or geometry (same formula, charge and spin)	89.25	kcal per mole
E_tot	-60732.2027	eV
charge	0